[1]
Computed, not measured: a cluster of 2 separate species, C6H16N2O in total at a distorted geometry, with ωB97M-V with the def2-TZVPD basis set.

The geometry in XYZ format:
```
25
Properties=species:S:1:pos:R:3:forces:R:3
C -2.00818 0.58231 -1.52174 -0.2 -0.3 0.1
N -1.46390 0.55586 -0.18722 -1.2 -1.4 -0.3
C -1.99866 1.50371 0.75471 -0.3 -0.3 0.2
N -1.43155 -0.96651 0.50508 -1.1 -0.2 -1.5
O -1.57908 -1.87298 -0.23714 0.3 2.5 1.1
H -3.08222 0.79701 -1.52794 -0.1 0.1 0.0
H -1.87460 -0.40501 -1.97576 0.1 0.1 0.0
H -1.48878 1.31842 -2.14200 0.0 -0.1 0.1
H -3.09368 1.45607 0.80753 0.0 0.1 0.1
H -1.71054 2.52229 0.47326 0.0 -0.2 0.0
H -1.59003 1.28883 1.74236 0.0 0.0 0.0
C 1.98466 0.84556 0.54799 0.6 -0.4 0.0
C 1.15156 -0.40366 0.26592 -1.8 2.2 -0.5
C 1.38762 -0.94641 -1.13274 0.1 0.1 0.1
C 1.40052 -1.46711 1.32317 -0.3 0.1 -0.1
H 1.81217 1.22265 1.55754 -0.1 0.0 0.0
H 3.05269 0.61013 0.48284 0.2 0.2 0.0
H 1.76689 1.64256 -0.16502 0.0 0.0 0.0
H 0.00886 0.20468 0.12800 3.7 -2.4 1.0
H 2.39804 -1.35498 -1.23402 0.0 -0.1 -0.1
H 1.27328 -0.16241 -1.88463 0.0 0.0 0.0
H 0.65837 -1.72867 -1.36046 0.2 -0.1 -0.1
H 2.45118 -1.77826 1.31729 0.0 0.1 0.0
H 0.80649 -2.36284 1.13851 -0.1 -0.1 0.1
H 1.16888 -1.10127 2.32447 0.0 0.0 0.0
```
Forces are in eV/Å.

The HOMO energy comes out at -7.90 eV. As for the SMILES: CN(C)N=O.CC(C)C. The calculation puts the total energy at -422.79035 Ha. The value obtained for the orbital gap is 7.6 eV. The relative energy (zero: lowest compared OMol25 entry of this formula, charge and spin) comes out at 515.6 kJ/mol.

[2]
Computed, not measured: the ion C6H16N3 with charge +1 at a distorted geometry, with ωB97M-V with the def2-TZVPD basis set.

The geometry in XYZ format:
```
25
Properties=species:S:1:pos:R:3:forces:R:3
C 1.04085 0.21633 2.29953 -0.3 2.2 1.8
C -0.26632 -0.22269 1.71787 -1.6 -0.8 2.0
N -0.63078 0.37755 0.45377 -0.3 3.0 -2.5
C -1.78788 -0.26116 -0.30142 -1.3 -1.1 2.3
N 0.59422 0.45907 -0.32708 0.9 0.1 1.2
C 1.27449 -0.79819 -0.59233 -2.2 -1.3 -1.6
C 0.71237 -1.22726 -2.03136 -0.8 1.3 1.1
N 0.08744 0.02562 -2.51135 1.6 2.9 -2.4
C 0.49217 1.11270 -1.59498 -1.9 0.5 1.2
H 1.79858 0.20505 1.56146 1.0 -0.6 -0.2
H 1.05928 1.35626 2.61531 -0.4 -2.3 -0.3
H 1.21407 -0.44264 3.19170 0.2 0.8 -0.9
H -1.09741 -0.10139 2.47200 0.6 0.0 -1.0
H -0.27318 -1.26953 1.44168 0.2 -0.4 0.6
H -0.81851 1.43665 0.53505 0.0 -2.0 0.3
H -1.92976 -1.28071 0.10676 0.6 0.2 -0.4
H -2.75923 0.16732 0.01438 0.7 0.5 -0.4
H -1.60548 -0.28502 -1.35923 0.1 0.4 -0.3
H 1.06766 -1.56699 0.17827 0.7 0.5 -0.6
H 2.29019 -0.54835 -0.77175 1.1 0.0 0.5
H 1.48707 -1.58561 -2.65974 0.6 -0.5 -0.6
H -0.13978 -1.88982 -1.97770 0.3 -0.9 0.2
H 0.32178 0.39949 -3.49967 -0.4 -1.6 1.9
H 1.36872 1.74474 -1.60714 1.1 -0.5 -1.3
H -0.25175 1.92045 -1.47379 -0.4 -0.4 -0.5
```
Forces are in eV/Å.

The HOMO energy comes out at -13.21 eV. As for the SMILES: CC[N@H+](C)N1CCNC1. As for the charge: +1. The calculation puts the total energy at -402.13586 Ha. The value obtained for the orbital gap is 10.3 eV. The relative energy (zero: lowest compared OMol25 entry of this formula, charge and spin) comes out at 209.8 kJ/mol.

[3]
Computed, not measured: a structure of composition C6H16N3Zn at a distorted geometry, with ωB97M-V with the def2-TZVPD basis set.

The geometry in XYZ format:
```
26
Properties=species:S:1:pos:R:3:forces:R:3
C -4.10233 -1.55501 -1.09375 3.9 1.5 1.5
Zn 0.34490 -0.49807 -1.53894 -2.1 -3.1 -2.0
N 1.27605 0.33382 -3.04135 0.7 1.5 -0.4
H -5.64172 -2.36078 -1.90902 -2.9 -1.7 -2.0
H -5.18799 -1.84416 -1.24526 0.5 0.2 0.4
H -3.81037 -1.35950 -0.03741 -0.1 0.1 0.3
H -3.37187 -2.32176 -1.43338 -0.9 0.1 0.0
H -3.84356 -0.64169 -1.65622 -0.4 0.0 -0.1
H 1.97070 -0.36421 -3.32771 -0.1 0.2 -0.1
H 1.73623 1.17527 -2.63350 0.1 -0.2 -0.8
H 0.63539 0.57789 -3.80382 0.3 0.0 0.0
C 3.75076 0.33041 1.95644 1.7 0.1 0.9
C 2.35753 0.42458 1.58307 -0.6 0.6 0.4
C 1.19877 0.94324 2.13125 -0.2 0.3 1.1
C 0.15496 0.73060 1.23351 1.5 -1.1 -1.6
N 0.70013 0.10049 0.15822 1.0 1.8 2.7
N 2.04507 -0.01972 0.39976 -1.9 -0.4 -1.0
C -1.28769 1.06405 1.28638 -0.9 0.3 0.4
H 4.35699 1.05993 1.39014 -0.2 -0.2 0.3
H 3.86967 0.52798 3.02197 0.2 0.0 -0.1
H 4.16953 -0.66717 1.75029 -0.2 0.3 0.1
H 1.07246 1.41262 3.08681 0.2 0.1 0.3
H 2.65267 -0.53566 -0.24008 -0.4 0.0 -0.1
H -1.58603 1.21206 2.34260 0.1 0.0 -0.5
H -1.51637 2.00982 0.74602 0.2 -0.6 0.3
H -1.94391 0.26496 0.87395 0.6 0.4 0.1
```
Forces are in eV/Å.

The HOMO energy (alpha / beta) comes out at -0.81 / -0.19 eV. As for the charge: -1. The calculation puts the total energy at -2181.53210 Ha. The value obtained for the orbital gap (alpha / beta) is 3.0 / 2.4 eV. The relative energy (zero: lowest compared OMol25 entry of this formula, charge and spin) comes out at 41.8 kJ/mol.

[4]
Computed, not measured: a cluster of 2 separate species, C6H16NO in total at a distorted geometry, with ωB97M-V with the def2-TZVPD basis set.

The geometry in XYZ format:
```
24
Properties=species:S:1:pos:R:3:forces:R:3
C -0.90158 -1.34661 -2.17596 6.0 0.5 0.2
C -0.32221 -0.54593 -1.04162 -3.3 2.1 1.8
C 0.78193 -1.09808 -0.20789 2.4 -2.7 -2.5
C 1.15404 -0.37606 1.03603 1.5 -3.0 0.5
C -0.82811 -1.37299 2.20892 -0.6 -0.3 -0.1
C 0.05878 -0.39830 2.05491 0.4 -0.5 0.3
N 0.17474 0.84616 -1.46236 -0.1 0.5 0.1
H -1.23170 -2.22698 -1.78255 -0.3 -2.8 0.9
H -1.69280 -0.98687 -2.64125 -3.6 2.4 -2.0
H -0.05978 -1.44689 -2.91954 -1.0 -0.6 0.4
H -1.26127 -0.26983 -0.34863 2.2 -0.5 -1.1
H 0.58294 -2.12837 0.03036 -0.9 -0.4 0.4
H 1.72602 -1.43342 -0.88064 -1.7 1.6 1.0
H 1.45793 0.59784 0.81370 0.7 1.7 0.0
H 2.11451 -0.97244 1.40885 -1.9 1.6 -0.3
H -0.92564 -2.20118 1.52575 0.5 -0.1 -0.5
H -1.60634 -1.54356 2.94909 0.4 1.0 0.4
H 0.22166 0.41352 2.72281 -0.6 0.4 1.0
H 1.06869 0.74518 -1.98195 -0.7 0.2 0.2
H 0.36927 1.38738 -0.58035 -0.2 -0.1 -1.1
H -0.51477 1.41713 -2.00608 0.7 -0.7 0.5
H -0.03002 3.28086 1.14891 0.0 0.0 0.5
H -0.14108 4.20599 -0.06184 0.0 -0.9 0.2
O -0.11973 3.25829 0.19919 0.0 0.7 -0.7
```
Forces are in eV/Å.

The HOMO energy comes out at -13.20 eV. As for the charge: +1. The calculation puts the total energy at -367.90581 Ha. The value obtained for the orbital gap is 10.1 eV. The relative energy (zero: lowest compared OMol25 entry of this formula, charge and spin) comes out at 201.2 kJ/mol.

[5]
Computed, not measured: a cluster of 2 separate species, C6H16NO in total at a distorted geometry, with ωB97M-V with the def2-TZVPD basis set.

The geometry in XYZ format:
```
24
Properties=species:S:1:pos:R:3:forces:R:3
C 0.66803 -1.35620 0.33480 0.2 0.5 0.3
C 0.53824 -0.58579 -1.00704 0.9 -0.4 -1.0
C -0.83068 -0.11948 -1.60132 -1.2 -0.1 0.4
C -1.19799 1.37340 -1.09508 -2.1 -0.6 -0.6
C -0.05741 2.12035 -0.47918 -0.5 0.1 2.9
C 0.66030 3.00555 -1.12370 -0.5 -0.8 -3.4
N -0.65808 -1.59517 1.05969 3.1 -2.2 0.3
H 1.17832 -2.31715 0.23595 -0.4 0.0 -0.1
H 1.29529 -0.76366 1.03660 -0.8 -0.5 -0.4
H 0.98340 -1.28157 -1.82185 -0.3 1.4 1.5
H 1.15916 0.36861 -0.80509 -0.7 -1.8 -1.1
H -1.75233 -0.85846 -1.37536 2.1 1.6 -0.5
H -0.69413 -0.12059 -2.72282 -0.3 0.1 1.3
H -1.63253 2.01007 -1.95014 0.8 -1.2 1.1
H -2.09518 1.29578 -0.37663 1.4 0.2 -0.8
H 0.12671 2.04372 0.68664 -0.5 0.0 -2.3
H 1.43841 3.54505 -0.72031 1.5 1.1 1.1
H 0.59700 3.07602 -2.26733 -0.3 0.1 1.8
H -0.55004 -2.08170 1.95022 1.1 0.3 0.5
H -1.24590 -2.24132 0.64257 -1.9 -0.8 -2.2
H -1.03839 -0.75054 1.27162 -2.0 3.0 0.3
H 1.63772 -2.11349 3.43991 0.4 0.0 0.6
H 0.60274 -0.96816 3.60651 -0.1 1.4 1.6
O 0.86736 -1.68527 3.08131 0.0 -1.5 -1.2
```
Forces are in eV/Å.

The HOMO energy comes out at -12.95 eV. As for the charge: +1. The calculation puts the total energy at -367.87997 Ha. The value obtained for the orbital gap is 9.6 eV. The relative energy (zero: lowest compared OMol25 entry of this formula, charge and spin) comes out at 269.1 kJ/mol.

[6]
Computed, not measured: a structure of composition C6H16NO at a distorted geometry, with ωB97M-V with the def2-TZVPD basis set.

The geometry in XYZ format:
```
24
Properties=species:S:1:pos:R:3:forces:R:3
C -2.60198 -1.12816 0.16525 -1.6 -0.1 0.5
C -1.35382 -0.99532 0.97896 1.7 1.4 0.2
C -0.06476 -1.15126 -0.00977 1.1 -5.8 2.3
C 0.21498 -0.20206 -1.21347 -1.1 0.6 1.0
C 1.29780 0.62331 -1.11532 1.0 -0.8 0.7
C 1.92084 1.37660 -2.20050 1.7 0.5 -0.7
N -1.16083 -0.93037 2.24019 -1.2 -2.9 -0.5
H -3.60693 -0.79781 0.54997 1.4 -0.1 0.2
H -2.57225 -2.24256 0.33146 -0.7 0.5 -0.9
H -2.60499 -0.85151 -0.91449 0.5 -0.4 0.8
H -0.59711 0.05883 -0.33502 1.2 1.1 -0.9
H 0.93920 -1.39342 0.61419 -2.5 1.2 -1.3
H -0.40964 -2.22245 -0.36143 1.0 2.0 -0.4
H -0.43443 -0.32198 -2.04193 0.0 -0.1 -1.1
H 1.80582 0.61199 -0.12564 -0.5 0.2 -0.6
H 1.34482 2.30236 -2.29398 0.2 0.4 0.1
H 3.05767 1.61050 -2.10299 -2.2 -0.3 0.3
H 1.79802 0.91107 -3.17751 -0.2 -0.2 0.0
H -0.50594 -1.74343 2.49923 0.1 2.3 -0.1
H 0.62006 2.11367 0.53061 -3.2 0.5 0.5
H 0.41957 0.19242 2.44550 1.2 1.3 -0.3
H 1.58569 1.25286 2.77888 -0.3 -0.3 0.0
H -0.20924 2.11919 0.69815 2.6 0.5 -0.9
O 1.11746 0.80752 2.05966 -0.4 -1.4 1.0
```
Forces are in eV/Å.

The HOMO energy comes out at -13.11 eV. As for the charge: +1. The calculation puts the total energy at -367.68364 Ha. The value obtained for the orbital gap is 7.8 eV. The relative energy (zero: lowest compared OMol25 entry of this formula, charge and spin) comes out at 784.5 kJ/mol.

[7]
Computed, not measured: the ion C6H16NO3SSi with charge -1 at a distorted geometry, with ωB97M-V with the def2-TZVPD basis set.

The geometry in XYZ format:
```
28
Properties=species:S:1:pos:R:3:forces:R:3
C -1.62850 1.63728 1.18197 -0.3 1.5 -1.9
C -1.65007 1.82324 -1.35313 1.6 3.2 -0.4
C -2.03460 -0.44103 -0.28408 -2.9 -2.3 -2.2
C 0.73994 -1.14004 1.86266 1.0 -0.7 -0.9
C 1.01983 -2.12565 -1.06644 -2.7 -1.3 3.7
C -1.36077 0.88809 -0.20564 1.6 0.0 2.2
N 2.13224 0.60322 -0.56512 3.7 0.1 -0.9
O 3.13790 -1.27913 0.42725 0.3 0.0 0.0
O 4.59685 0.71744 -0.03799 0.6 0.2 0.3
O 0.04815 0.61781 -0.28204 -4.2 0.9 0.5
Si 1.12494 -0.58274 0.10273 0.6 -2.1 0.1
S 3.62473 -0.23682 -0.59564 0.0 0.6 0.1
H -0.72440 2.24961 1.28769 0.0 -0.3 0.5
H -2.45393 2.44837 1.11422 0.8 -1.7 0.2
H -1.76479 0.93329 1.98924 0.0 0.1 0.3
H -2.05760 1.44720 -2.24639 -0.6 -1.2 -1.0
H -0.69581 2.44330 -1.76601 -1.9 -1.7 1.5
H -2.35214 2.59825 -1.01934 0.0 -0.1 -0.1
H -1.61391 -0.87016 -1.23581 -0.3 -0.1 0.9
H -2.00930 -1.27119 0.50465 0.7 1.7 -0.6
H -3.16760 -0.39915 -0.54930 1.6 0.4 0.6
H 1.41856 -1.07859 2.70409 0.2 0.9 -0.1
H -0.20098 -0.70936 1.99231 -1.7 0.6 1.1
H 0.61645 -2.20952 1.79750 -0.3 -0.6 -0.3
H 0.12935 -2.86827 -0.86744 1.1 1.6 -0.5
H 1.10752 -1.92818 -2.05612 -0.1 0.8 -3.2
H 1.84751 -2.73237 -0.80529 1.0 -0.5 0.3
H 2.17045 1.46511 -0.02855 0.3 0.0 -0.4
```
Forces are in eV/Å.

The HOMO energy comes out at -4.03 eV. As for the charge: -1. The calculation puts the total energy at -1206.42638 Ha. The value obtained for the orbital gap is 7.2 eV. The relative energy (zero: lowest compared OMol25 entry of this formula, charge and spin) comes out at 241.2 kJ/mol.

[8]
Computed, not measured: the molecule C6H16NO4PS at a distorted geometry, with ωB97M-V with the def2-TZVPD basis set.

The geometry in XYZ format:
```
29
Properties=species:S:1:pos:R:3:forces:R:3
C 1.10607 -2.13621 2.37640 2.0 -0.3 -0.6
C 2.51486 2.95447 0.06834 1.1 -0.4 -0.9
C -2.79744 0.05296 -2.51911 2.4 1.5 -1.3
C -2.26464 -1.82108 -1.04366 1.2 -2.3 -2.9
C 0.27780 -0.88172 2.40066 -0.7 0.6 0.4
C 1.63093 2.59368 1.24231 -0.2 -1.0 -0.8
N -2.00467 -1.11567 -2.29831 1.1 -0.5 0.5
O 0.40040 -0.20620 -1.35537 0.0 1.4 0.9
O -0.14658 -0.67639 -3.93053 0.1 0.5 1.4
O -0.17291 -0.52777 1.06537 -0.5 -0.9 0.4
O 0.45939 1.81232 0.77376 0.0 0.5 -0.5
P 0.93768 0.32469 0.25090 -0.2 -1.1 -1.7
S -0.35097 -1.20805 -2.58259 -0.4 -0.1 -0.4
H 1.45179 -2.38939 3.41449 -0.6 -0.1 -0.9
H 0.47181 -2.91569 1.88905 0.5 0.4 0.8
H 2.03541 -2.06571 1.74447 -0.8 0.1 0.6
H 3.22292 2.16055 -0.17103 -0.4 -0.6 -0.1
H 1.96719 3.17305 -0.86435 -0.1 0.0 0.6
H 3.25804 3.73585 0.19825 -0.5 0.7 0.6
H -2.36911 0.60173 -3.39887 -0.7 -0.8 0.2
H -3.79650 -0.25559 -2.66298 -1.2 0.1 -0.1
H -2.63123 0.78709 -1.74667 -0.5 0.2 0.8
H -1.85280 -1.33980 -0.23509 -0.1 1.6 2.3
H -3.27232 -2.19814 -1.07374 -0.4 0.1 0.6
H -1.55848 -2.68044 -1.14967 -0.8 -0.1 0.4
H 0.61025 0.10353 2.81377 0.5 -1.2 0.3
H -0.52384 -1.26320 3.05678 -0.6 1.1 -0.7
H 1.34353 3.47994 1.77058 -0.9 0.3 0.2
H 2.05343 1.90118 1.96683 0.8 0.4 0.1
```
Forces are in eV/Å.

The HOMO energy comes out at -8.97 eV. The calculation puts the total energy at -1333.40481 Ha. The value obtained for the orbital gap is 9.6 eV. The relative energy (zero: lowest compared OMol25 entry of this formula, charge and spin) comes out at 138.1 kJ/mol.

[9]
Computed, not measured: a cluster of 2 separate species, C6H16NOP in total at a distorted geometry, with ωB97M-V with the def2-TZVPD basis set.

The geometry in XYZ format:
```
25
Properties=species:S:1:pos:R:3:forces:R:3
C 0.88667 -2.75623 0.53408 2.6 0.1 -1.5
C -0.07891 -1.77508 0.01684 -1.0 1.1 1.3
C -1.08921 -1.52977 1.11981 -1.9 -0.8 -0.5
C -0.84198 -2.37650 -1.12206 -0.7 -1.5 -1.8
P 0.89618 -0.25912 -0.55094 -2.9 0.2 -2.7
N -0.23679 1.08608 -0.45870 1.9 -1.6 -3.9
O 1.75531 0.17665 0.66639 2.0 -0.5 2.9
H 1.81523 -2.65203 -0.07747 -0.2 -0.4 0.4
H 1.16831 -2.56567 1.53882 0.2 -0.1 1.0
H 0.54206 -3.74202 0.34314 -0.3 -1.1 0.4
H -1.63199 -2.52839 1.32409 0.6 1.5 -0.2
H -1.82157 -0.78247 0.77335 -0.1 -0.4 0.2
H -0.71854 -1.17489 2.05300 0.7 0.2 0.7
H -1.19499 -3.45522 -0.85720 1.0 1.6 -0.4
H -1.82921 -1.89354 -1.31388 0.9 0.2 -0.2
H -0.18899 -2.41235 -2.06348 -1.1 -0.1 1.1
H -0.61949 1.15055 -1.43521 -0.1 0.4 1.8
H -0.81724 1.25478 0.30240 -1.5 0.0 1.2
H 1.70970 1.10336 0.86806 -0.1 0.7 0.1
C 0.14904 4.26340 0.29441 -1.6 0.5 3.7
C 0.58771 4.15515 -0.89862 2.7 -0.3 -4.3
H -0.38056 3.46048 0.77075 0.2 -0.8 0.1
H 0.18376 5.10379 0.99428 0.0 0.4 -0.9
H 0.73328 3.10170 -1.34467 -0.8 2.0 0.4
H 1.02223 5.04733 -1.47720 -0.5 -1.5 1.0
```
Forces are in eV/Å.

The HOMO energy comes out at -8.28 eV. As for the SMILES: CC(C)(C)P(N)O.C=C. The calculation puts the total energy at -709.50187 Ha. The value obtained for the orbital gap is 9.1 eV. The relative energy (zero: lowest compared OMol25 entry of this formula, charge and spin) comes out at 172.8 kJ/mol.

Q: Which value of total energy does entry 8 give?
A: -1333.40481 Ha